{
  "formula": "C34H43N4O5",
  "method": "ωB97M-V/def2-TZVPD",
  "elements": ["C", "O", "C", "O", "C", "C", "C", "C", "N", "C", "C", "C", "C", "C", "C", "H", "H", "H", "H", "H", "H", "H", "H", "H", "H", "H", "H", "H", "H", "H", "H", "H", "H", "H", "C", "N", "C", "O", "C", "C", "C", "C", "C", "C", "C", "C", "N", "C", "C", "C", "C", "C", "C", "N", "O", "O", "C", "C", "C", "C", "C", "C", "H", "H", "H", "H", "H", "H", "H", "H", "H", "H", "H", "H", "H", "H", "H", "H", "H", "H", "H", "H", "H", "H", "H", "H"],
  "coordinates": [[3.458131, -1.112243, 2.972152], [3.032801, -2.146645, 2.069101], [2.263350, -3.088035, 2.670496], [1.872888, -2.973171, 3.812928], [1.935489, -4.293817, 1.805936], [2.517922, -5.570957, 2.455456], [1.376513, -6.568551, 2.580053], [0.105295, -5.855508, 2.109357], [0.497097, -4.500388, 1.736623], [-0.417722, -3.633179, 1.228899], [-0.149641, -2.223831, 0.982003], [-1.259720, -1.286280, 1.393779], [-2.664360, -1.863089, 1.578611], [-2.864359, -3.176147, 0.813311], [-1.815680, -4.190489, 1.260113], [4.053715, -0.428616, 2.366772], [2.590696, -0.599733, 3.404575], [4.062348, -1.551988, 3.773247], [2.353838, -4.166080, 0.796585], [3.314115, -5.953719, 1.810841], [2.949029, -5.339656, 3.434980], [1.565206, -7.452912, 1.964976], [1.240649, -6.905833, 3.611581], [-0.329783, -6.398232, 1.256235], [-0.638738, -5.868735, 2.924821], [0.810330, -1.953930, 1.448873], [-0.916312, -0.855753, 2.346068], [-1.333874, -0.434001, 0.702511], [-2.818027, -2.054795, 2.652304], [-3.406548, -1.106336, 1.283425], [-3.870850, -3.561989, 1.017741], [-2.776986, -3.036286, -0.271766], [-1.882904, -5.078131, 0.610680], [-2.097910, -4.522968, 2.282465], [-0.298667, 5.328596, -3.804277], [-0.270674, 4.547724, -2.583143], [-0.504753, 5.133154, -1.372452], [-0.745404, 6.324309, -1.190719], [-0.394663, 4.028788, -0.315975], [-1.599785, 4.022135, 0.626279], [-1.746872, 5.282377, 1.460186], [-2.981771, 5.937423, 1.523768], [-3.114065, 7.123676, 2.250076], [-2.014732, 7.646820, 2.944407], [-0.786987, 6.974881, 2.906539], [-0.654639, 5.790220, 2.172445], [-0.244526, 2.802130, -1.113075], [-0.114046, 1.591892, -0.492697], [-0.023169, 0.345537, -1.089150], [0.472885, -0.875664, -0.456116], [0.915999, -1.914589, -1.421466], [0.373481, -2.043070, -2.711949], [0.966237, -2.958072, -3.615766], [0.781111, -2.781172, -5.018897], [1.349772, -3.582871, -5.795752], [0.068839, -1.836197, -5.433876], [1.874708, -3.928262, -3.170312], [2.396066, -3.794202, -1.884225], [1.982807, -2.748393, -1.058640], [-0.173173, 3.085252, -2.571040], [-1.356372, 2.487798, -3.346018], [1.153750, 2.656970, -3.208917], [-0.399825, 6.388607, -3.547522], [0.629722, 5.177318, -4.370170], [-1.144484, 5.029237, -4.438892], [0.535417, 4.212349, 0.258683], [-2.506667, 3.887920, 0.012810], [-1.507746, 3.144726, 1.285693], [-3.825092, 5.517869, 0.969277], [-4.073836, 7.641208, 2.265328], [-2.116996, 8.573204, 3.512704], [0.078467, 7.374412, 3.438671], [0.302188, 5.263572, 2.134364], [-0.031592, 1.674104, 0.609896], [-0.158467, 0.284738, -2.174386], [1.296385, -0.591034, 0.234990], [-0.440109, -1.425202, -3.086619], [2.166579, -4.724085, -3.850782], [3.115703, -4.524783, -1.520832], [2.526325, -2.526986, -0.125656], [-2.304294, 2.859564, -2.931215], [-1.290615, 2.790369, -4.401102], [-1.342767, 1.395598, -3.289101], [1.972535, 3.250696, -2.780640], [1.340788, 1.593775, -3.028645], [1.110995, 2.837622, -4.291830]],
  "forces_ev_per_a": [[0.164, 0.342, 0.105], [-0.290, -0.917, 0.218], [-0.189, 0.800, 1.190], [0.290, -0.299, -1.065], [0.698, 0.160, -0.282], [0.507, 0.284, -0.012], [-0.272, -0.357, 0.037], [-0.134, -1.022, 0.349], [-1.147, 0.903, -1.242], [0.582, -0.160, 1.040], [0.239, -0.101, 0.686], [-0.641, 1.138, 0.857], [-0.117, -0.169, 0.264], [-0.017, 0.330, -0.049], [-0.796, 0.276, -0.324], [-0.069, -0.100, 0.129], [0.230, -0.143, -0.090], [-0.166, 0.179, -0.166], [-0.289, -0.060, 0.553], [-0.073, 0.052, 0.222], [-0.088, -0.021, -0.247], [-0.061, 0.133, 0.148], [0.158, 0.048, -0.208], [0.035, 0.356, 0.187], [0.230, 0.302, -0.440], [-0.741, -0.384, -0.235], [-0.332, 0.072, -0.059], [-0.214, -0.396, 0.360], [-0.121, -0.077, -0.285], [0.190, -0.331, 0.082], [0.267, -0.030, -0.145], [-0.084, 0.164, 0.143], [0.156, 0.146, 0.232], [0.523, 0.136, -0.461], [0.031, -0.192, -0.414], [-0.204, 0.212, 0.589], [-0.114, 0.924, -0.258], [0.391, -1.743, -0.028], [0.424, 0.623, 0.300], [-0.349, -0.186, -0.028], [0.094, 0.065, 0.135], [0.356, 0.097, -0.029], [0.261, -0.134, 0.086], [-0.032, -0.287, -0.201], [-0.102, -0.189, -0.129], [-0.385, 0.285, 0.040], [0.027, -1.072, 0.708], [0.271, 0.741, -0.338], [-0.601, -0.540, -0.012], [2.597, 0.711, -1.285], [0.292, -0.291, -0.900], [0.710, -0.411, -0.370], [0.390, 0.207, 2.182], [-0.963, -0.184, -3.710], [-1.020, 1.538, 1.742], [1.335, -1.657, 1.212], [-0.321, 0.450, -0.252], [-0.419, 0.033, 0.217], [0.397, 0.057, -0.337], [-0.175, 0.209, -0.584], [-0.139, 0.042, 0.183], [0.078, 0.038, 0.297], [0.027, -0.368, 0.067], [-0.196, 0.110, 0.106], [0.176, 0.172, 0.142], [-0.385, -0.067, -0.236], [0.237, -0.056, 0.240], [-0.132, 0.177, -0.113], [0.194, 0.236, 0.181], [0.276, -0.133, 0.043], [0.049, -0.290, -0.200], [-0.302, -0.096, -0.126], [-0.222, 0.268, 0.101], [-0.097, -0.049, -0.733], [-0.239, 0.021, 0.720], [-0.834, -0.545, -0.167], [0.326, -0.055, 0.096], [0.182, 0.305, 0.145], [0.056, 0.241, -0.155], [-0.441, -0.197, -0.573], [0.245, -0.146, -0.106], [-0.028, -0.200, 0.348], [-0.104, 0.229, -0.162], [-0.149, -0.227, -0.107], [0.053, 0.192, -0.159], [0.047, -0.120, 0.340]],
  "lowdin_charge": [-0.021, -0.068, -0.461, 0.138, -0.158, -0.084, -0.125, -0.123, 0.026, -0.078, -0.063, -0.188, -0.171, -0.177, -0.122, 0.100, 0.102, 0.109, 0.122, 0.125, 0.127, 0.119, 0.122, 0.134, 0.135, 0.090, 0.129, 0.074, 0.121, 0.120, 0.122, 0.123, 0.134, 0.142, -0.003, -0.036, -0.369, 0.095, -0.172, -0.088, -0.235, -0.040, -0.070, -0.079, -0.071, -0.045, 0.030, -0.017, -0.066, -0.076, -0.198, 0.072, -0.143, -0.312, 0.072, 0.061, 0.020, -0.039, -0.039, -0.459, 0.010, 0.010, 0.102, 0.096, 0.095, 0.160, 0.131, 0.116, 0.113, 0.106, 0.106, 0.106, 0.108, 0.150, 0.071, 0.140, 0.120, 0.127, 0.115, 0.107, 0.104, 0.092, 0.072, 0.104, 0.077, 0.095],
  "e_tot_ev": -52142.4415,
  "relative_energy_kj_mol": 101.47,
  "total_charge": 1,
  "orbital_gap_ev": 6.41
}